Here is C24H59NO10SSi2 as an isolated structure at a distorted geometry from OMol25. Energies are from ωB97M-V/def2-TZVPD.

energy	-2734.2105	a.u.
gap between HOMO and LUMO	0.3572	Eh
LUMO	0.46	eV

The geometry in XYZ format:
```
97
C24H59NO10SSi2 (ωB97M-V/def2-TZVPD)
C 1.7576 -4.1296 4.5120
C 0.8173 -4.3722 3.3688
O 1.1849 -4.6912 2.2621
N -0.6061 -4.1993 3.6606
C -1.2445 -5.4694 3.5133
C -2.6466 -5.5646 2.9781
O -0.6365 -6.4831 3.8297
Si -1.3339 -2.8381 2.7731
C -1.0840 -2.8613 0.9213
C -0.1986 -1.7216 0.3840
C 1.2894 -2.0897 0.3331
C 2.1036 -1.5002 1.4806
S 2.5297 0.1888 1.1342
O 1.4247 0.8407 0.4928
O 3.7832 0.2157 0.4539
O 2.7538 0.8359 2.5652
O -0.6139 -1.4776 3.4211
Si -1.5998 -0.1766 3.7584
H 2.5479 -4.8653 4.4350
H 1.2441 -4.2185 5.4567
H 2.2032 -3.1476 4.3907
H -2.6180 -5.5681 1.8923
H -3.3227 -4.8088 3.3501
H -3.0194 -6.5325 3.2854
H -2.7713 -2.7434 3.0819
H -2.0774 -2.7276 0.4912
H -0.7227 -3.8135 0.5469
H -0.5216 -1.5018 -0.6288
H -0.3520 -0.8067 0.9392
H 1.7274 -1.7438 -0.5978
H 1.3999 -3.1672 0.3462
H 1.5633 -1.5194 2.4237
H 3.0235 -2.0540 1.6247
H 1.8899 1.0487 2.9406
H -0.7720 0.9672 4.1900
H -2.3444 0.1747 2.5312
H -2.5193 -0.5081 4.8628
C 3.7865 3.5811 -0.5544
C 2.6405 4.3070 0.1257
O 2.9391 5.6380 0.5148
C 3.3051 6.5206 -0.5276
C 2.2404 6.6991 -1.5962
H 4.6643 3.5618 0.0926
H 3.4965 2.5559 -0.7755
H 4.0764 4.0567 -1.4933
H 2.3840 3.7898 1.0502
H 1.7438 4.2843 -0.5037
H 4.2528 6.2069 -0.9800
H 3.4942 7.4777 -0.0409
H 2.0223 5.7666 -2.1181
H 2.5705 7.4290 -2.3366
H 1.3094 7.0540 -1.1503
C -5.6842 -1.8484 -1.9275
C -4.3580 -1.6796 -1.2065
O -3.9977 -2.7817 -0.3936
C -3.8460 -4.0246 -1.0580
C -2.7771 -4.0245 -2.1354
H -6.4864 -2.0320 -1.2121
H -5.9193 -0.9458 -2.4916
H -5.6659 -2.6823 -2.6302
H -4.4212 -0.8310 -0.5253
H -3.5582 -1.4511 -1.9200
H -4.8054 -4.3652 -1.4632
H -3.5684 -4.7328 -0.2766
H -3.0059 -3.3385 -2.9520
H -2.6729 -5.0236 -2.5579
H -1.8165 -3.7276 -1.7108
C -1.0430 -9.1739 -2.0497
C -1.2477 -7.6756 -1.9130
O -0.9582 -7.1450 -0.6388
C 0.3658 -7.2579 -0.1509
C 1.4007 -6.5839 -1.0351
H -1.6397 -9.7090 -1.3103
H -1.3421 -9.5026 -3.0452
H 0.0001 -9.4584 -1.9052
H -2.3002 -7.4368 -2.0723
H -0.6827 -7.1376 -2.6842
H 0.6335 -8.3043 0.0351
H 0.3415 -6.7626 0.8194
H 1.4711 -7.0503 -2.0190
H 2.3839 -6.6369 -0.5678
H 1.1418 -5.5336 -1.1816
C 1.6024 13.1588 -2.9677
C 1.6267 11.6982 -3.3857
O 2.1417 10.8233 -2.4007
C 1.4458 10.7915 -1.1685
C -0.0059 10.3621 -1.2914
H 2.6031 13.4928 -2.6922
H 1.2424 13.7765 -3.7907
H 0.9461 13.3303 -2.1136
H 2.2854 11.5785 -4.2457
H 0.6301 11.3731 -3.7056
H 1.5233 11.7588 -0.6592
H 1.9814 10.0704 -0.5509
H -0.5924 11.0562 -1.8944
H -0.4673 10.3076 -0.3051
H -0.0695 9.3794 -1.7606
```